Here is a 2-piece molecular cluster, CH4NO2 overall at a distorted geometry from the Open Molecules 2025 dataset. Energies are from the ωB97M-V functional and the def2-TZVPD basis.

Last column: Löwdin charge in e.
CARTESIAN COORDINATES (ANGSTROEM)
O -1.854 -0.204 1.393  -0.119
H -1.249 0.534 1.244  0.000
C 1.204 -0.263 -0.583  -0.569
N 0.954 1.209 -0.433  -0.086
O 0.246 -1.009 -0.737  -0.221
H -1.376 -0.935 0.977  0.002
H 0.364 1.721 -1.075  0.008
H 1.718 1.710 -0.023  -0.015

Values from the calculation:
Net charge = -1
Highest occupied orbital energy = -1.56 eV
2S+1 = 1
Orbital gap = 0.2402 Ha
Strongest force on any atom = 0.02791 Eh/bohr

***

Here is a 2-piece molecular cluster, CH4NO2S overall at a distorted geometry from the Open Molecules 2025 dataset. Energies are from the ωB97M-V functional and the def2-TZVPD basis.

Last column: Löwdin charge in e.
CARTESIAN COORDINATES (ANGSTROEM)
C -0.748 -1.631 0.034  -0.207
N 1.807 1.223 0.026  -0.118
O -1.626 0.685 0.684  -0.513
O -1.300 0.420 -1.724  -0.483
S -0.813 0.165 -0.387  0.528
H -0.453 -2.339 -0.756  -0.032
H -0.480 -1.859 1.059  -0.037
H 2.114 1.125 1.092  -0.039
H 1.498 2.210 -0.028  -0.101

Values from the calculation:
Net charge = -1
Highest occupied orbital energy (spin up / spin down) = -3.19 / -2.93 eV
2S+1 = 1
Orbital gap (spin up / spin down) = 0.2536 / 0.2385 Ha
Strongest force on any atom = 0.07528 Eh/bohr

***

Here is an isolated ion of composition CH4NO2S and charge -1 at a distorted geometry from the Open Molecules 2025 dataset. Energies are from the ωB97M-V functional and the def2-TZVPD basis.

Last column: Löwdin charge in e.
CARTESIAN COORDINATES (ANGSTROEM)
C 0.259 -0.190 -0.179  -0.278
N -0.639 -0.298 1.019  -0.297
O -2.919 -1.084 -0.555  -0.569
O -2.525 1.292 -0.393  -0.596
S -2.536 -0.004 0.356  0.595
H 0.052 0.688 -0.726  0.014
H 1.272 -0.051 0.150  0.039
H 0.022 -0.950 -0.932  0.058
H -0.362 0.575 1.569  0.034

Values from the calculation:
Net charge = -1
Highest occupied orbital energy = -3.26 eV
2S+1 = 1
Orbital gap = 0.2785 Ha
Strongest force on any atom = 0.03859 Eh/bohr